Record 1
{"formula": "C31H29BrCaN4OPS3", "method": "ωB97M-V/def2-TZVPD", "elements": ["Ca", "N", "P", "C", "C", "C", "C", "C", "C", "C", "C", "C", "C", "C", "C", "C", "C", "C", "C", "C", "N", "H", "H", "H", "H", "H", "H", "H", "H", "H", "H", "H", "H", "H", "H", "H", "S", "C", "N", "C", "C", "C", "C", "C", "C", "S", "H", "H", "H", "H", "C", "S", "C", "O", "H", "H", "H", "H", "H", "H", "Br", "C", "C", "C", "N", "C", "C", "H", "H", "H", "H"], "coordinates": [[-0.12, -0.22, -1.43], [1.80, 0.12, 1.47], [0.13, -0.23, 1.40], [0.06, -2.03, 1.75], [-1.03, -2.75, 1.25], [-1.16, -4.10, 1.52], [-0.20, -4.75, 2.28], [0.88, -4.04, 2.79], [1.01, -2.68, 2.53], [-0.35, 0.42, 3.04], [-1.33, -0.23, 3.79], [-1.71, 0.27, 5.02], [-1.13, 1.43, 5.52], [-0.18, 2.10, 4.77], [0.20, 1.61, 3.53], [2.64, 0.20, 0.38], [3.96, 0.64, 0.56], [4.81, 0.64, -0.52], [4.34, 0.21, -1.76], [3.02, -0.17, -1.86], [2.17, -0.18, -0.81], [2.20, 0.41, 2.35], [-1.78, -2.23, 0.66], [-2.00, -4.66, 1.13], [-0.30, -5.81, 2.49], [1.62, -4.54, 3.40], [1.85, -2.13, 2.93], [-1.77, -1.15, 3.42], [-2.46, -0.25, 5.60], [-1.42, 1.80, 6.49], [0.26, 3.01, 5.14], [0.91, 2.17, 2.93], [4.30, 0.96, 1.54], [5.84, 0.96, -0.41], [4.98, 0.19, -2.63], [2.61, -0.50, -2.80], [0.22, 0.23, -4.11], [0.20, 1.75, -3.37], [0.05, 1.91, -2.07], [0.06, 3.24, -1.69], [-0.05, 3.72, -0.39], [-0.04, 5.09, -0.17], [0.08, 5.98, -1.23], [0.19, 5.52, -2.53], [0.19, 4.15, -2.75], [0.33, 3.27, -4.25], [-0.15, 3.01, 0.43], [-0.11, 5.46, 0.84], [0.07, 7.05, -1.04], [0.27, 6.21, -3.36], [-3.38, 1.12, -3.42], [-3.54, 0.55, -1.72], [-3.42, 2.17, -0.94], [-2.23, -0.15, -1.40], [-4.24, 1.74, -3.66], [-3.36, 0.25, -4.08], [-2.45, 1.67, -3.53], [-4.19, 2.82, -1.34], [-2.43, 2.57, -1.14], [-3.55, 2.04, 0.13], [-0.32, -7.15, -1.93], [-0.18, -5.27, -1.91], [-1.26, -4.48, -2.28], [-1.12, -3.11, -2.22], [0.00, -2.51, -1.81], [1.04, -3.28, -1.48], [1.00, -4.66, -1.52], [-2.19, -4.93, -2.61], [-1.94, -2.46, -2.49], [1.94, -2.77, -1.16], [1.86, -5.25, -1.24]], "e_tot_ha": -6280.5114, "charge": 1, "homo_ev": -9.995}

---

Record 2
{"formula": "C21H56AsF6O21S7", "method": "ωB97M-V/def2-TZVPD", "elements": ["As", "F", "F", "F", "F", "F", "F", "O", "S", "O", "O", "C", "C", "C", "H", "H", "H", "H", "H", "H", "H", "H", "O", "S", "O", "O", "C", "C", "C", "H", "H", "H", "H", "H", "H", "H", "H", "O", "S", "O", "O", "C", "C", "C", "H", "H", "H", "H", "H", "H", "H", "H", "O", "S", "O", "O", "C", "C", "C", "H", "H", "H", "H", "H", "H", "H", "H", "O", "S", "O", "O", "C", "C", "C", "H", "H", "H", "H", "H", "H", "H", "H", "O", "S", "O", "O", "C", "C", "C", "H", "H", "H", "H", "H", "H", "H", "H", "O", "S", "O", "O", "C", "C", "C", "H", "H", "H", "H", "H", "H", "H", "H"], "coordinates": [[-6.39, -9.45, -17.84], [-6.30, -10.47, -16.40], [-4.61, -9.47, -17.95], [-6.45, -8.48, -19.29], [-8.13, -9.49, -17.84], [-6.31, -8.07, -16.82], [-6.41, -10.99, -18.74], [-1.15, -10.02, -21.68], [-2.01, -8.87, -21.80], [-1.52, -7.65, -22.39], [-3.31, -9.41, -22.65], [-4.19, -8.31, -23.01], [-3.91, -7.91, -24.45], [-2.80, -8.53, -20.20], [-4.05, -7.51, -22.27], [-5.23, -8.61, -22.89], [-3.80, -6.85, -24.70], [-4.76, -8.05, -25.12], [-3.04, -8.38, -24.89], [-2.50, -7.56, -19.81], [-2.53, -9.27, -19.45], [-3.88, -8.55, -20.30], [-7.79, -16.70, -16.90], [-6.77, -15.82, -17.41], [-5.44, -15.89, -16.85], [-6.70, -16.08, -19.01], [-6.22, -17.39, -19.35], [-5.99, -17.44, -20.85], [-7.39, -14.13, -17.46], [-6.88, -18.16, -18.94], [-5.27, -17.61, -18.85], [-5.71, -18.44, -21.17], [-5.12, -16.77, -20.95], [-6.76, -16.97, -21.47], [-8.24, -13.94, -18.12], [-6.62, -13.48, -17.86], [-7.72, -13.79, -16.49], [-2.90, -16.65, -19.96], [-1.75, -16.08, -19.30], [-0.44, -16.24, -19.88], [-1.95, -14.49, -19.01], [-3.22, -14.03, -18.58], [-4.17, -13.62, -19.68], [-1.67, -16.72, -17.59], [-3.07, -13.11, -18.01], [-3.71, -14.70, -17.87], [-4.44, -14.45, -20.34], [-3.60, -12.91, -20.30], [-5.12, -13.15, -19.44], [-0.93, -16.14, -17.04], [-1.45, -17.78, -17.64], [-2.65, -16.59, -17.13], [-9.90, -4.18, -15.20], [-9.83, -5.08, -16.32], [-11.05, -5.72, -16.76], [-9.17, -4.39, -17.58], [-8.04, -3.53, -17.42], [-8.51, -2.11, -17.61], [-8.55, -6.38, -16.12], [-7.29, -3.73, -18.21], [-7.38, -3.71, -16.57], [-9.24, -1.91, -18.39], [-7.67, -1.41, -17.54], [-9.03, -1.89, -16.66], [-8.69, -7.03, -16.98], [-8.81, -7.01, -15.27], [-7.57, -5.91, -16.06], [-10.78, -13.10, -18.29], [-11.46, -11.86, -18.54], [-12.88, -11.78, -18.83], [-11.16, -10.92, -17.27], [-10.10, -11.27, -16.39], [-9.95, -10.25, -15.25], [-10.64, -10.87, -19.84], [-9.14, -11.37, -16.89], [-10.34, -12.20, -15.86], [-9.76, -9.31, -15.76], [-9.08, -10.47, -14.65], [-10.81, -10.11, -14.59], [-10.87, -11.27, -20.83], [-9.57, -10.95, -19.66], [-11.03, -9.87, -19.69], [-5.35, -5.59, -17.12], [-4.18, -5.45, -16.30], [-2.88, -5.46, -16.94], [-4.35, -4.08, -15.41], [-3.30, -3.76, -14.53], [-3.75, -2.73, -13.52], [-4.29, -6.74, -15.00], [-2.44, -3.30, -15.05], [-2.83, -4.66, -14.13], [-4.67, -3.08, -13.04], [-4.08, -1.82, -14.02], [-2.99, -2.47, -12.79], [-3.78, -7.62, -15.39], [-5.36, -6.91, -14.99], [-3.94, -6.39, -14.04], [-7.08, -4.04, -22.22], [-5.92, -4.59, -21.58], [-4.64, -4.85, -22.24], [-5.54, -3.50, -20.39], [-4.32, -3.73, -19.66], [-4.01, -2.69, -18.58], [-6.43, -6.03, -20.55], [-3.53, -3.57, -20.39], [-4.32, -4.75, -19.28], [-4.99, -2.40, -18.18], [-3.63, -1.74, -18.96], [-3.33, -3.05, -17.82], [-5.55, -6.66, -20.39], [-7.28, -6.59, -20.92], [-6.57, -5.61, -19.55]], "e_tot_ha": -8036.1770, "charge": -1, "relative_energy_kj_mol": 311.7, "homo_ev": -8.977}

---

Record 3
{"formula": "C28H46N8O2SSi2Y", "method": "ωB97M-V/def2-TZVPD", "elements": ["Y", "C", "C", "N", "C", "C", "C", "C", "C", "C", "C", "N", "C", "C", "N", "N", "H", "H", "H", "H", "H", "H", "H", "H", "H", "H", "H", "H", "H", "H", "H", "H", "H", "H", "N", "C", "C", "C", "C", "C", "C", "S", "O", "O", "N", "C", "N", "C", "C", "C", "N", "H", "H", "H", "H", "H", "H", "H", "H", "H", "C", "Si", "C", "C", "C", "Si", "C", "C", "C", "H", "H", "H", "H", "H", "H", "H", "H", "H", "H", "H", "H", "H", "H", "H", "H", "H", "H", "H"], "coordinates": [[-0.29, -0.07, 0.21], [0.92, 1.31, -2.70], [-0.56, 1.37, -2.97], [-1.29, 1.41, -1.69], [-2.67, 0.93, -1.88], [-2.63, -0.54, -2.17], [-3.56, -1.17, -2.98], [-3.44, -2.53, -3.20], [-2.40, -3.23, -2.60], [-1.52, -2.53, -1.79], [-0.45, -3.24, -1.00], [0.60, -2.32, -0.55], [1.70, -2.18, -1.52], [1.42, -1.10, -2.54], [1.23, 0.17, -1.83], [-1.62, -1.22, -1.60], [1.23, 2.22, -2.19], [1.49, 1.26, -3.64], [-0.88, 0.48, -3.51], [-0.81, 2.23, -3.60], [-1.33, 2.38, -1.38], [-3.17, 1.46, -2.70], [-3.23, 1.09, -0.96], [-4.35, -0.59, -3.44], [-4.15, -3.05, -3.84], [-2.29, -4.29, -2.74], [-0.04, -4.07, -1.57], [-0.93, -3.65, -0.11], [0.99, -2.70, 0.31], [1.92, -3.14, -2.02], [2.60, -1.90, -0.96], [0.52, -1.32, -3.12], [2.25, -1.04, -3.26], [2.09, 0.38, -1.34], [-5.27, -2.29, 6.66], [-4.69, -2.15, 5.42], [-5.48, -1.93, 4.29], [-4.90, -1.75, 3.05], [-3.52, -1.80, 2.93], [-2.72, -2.03, 4.04], [-3.30, -2.21, 5.28], [-2.79, -1.53, 1.38], [-1.37, -1.97, 1.50], [-3.56, -2.16, 0.35], [-2.60, 0.02, 1.01], [-2.50, 1.00, 1.98], [-3.41, 1.11, 2.95], [-3.21, 2.10, 3.81], [-2.15, 2.99, 3.70], [-1.30, 2.81, 2.64], [-1.45, 1.82, 1.75], [-6.26, -2.47, 6.71], [-4.72, -2.67, 7.41], [-6.56, -1.89, 4.39], [-5.53, -1.57, 2.19], [-1.64, -2.09, 3.93], [-2.67, -2.40, 6.14], [-3.94, 2.19, 4.61], [-2.01, 3.80, 4.41], [-0.46, 3.48, 2.47], [3.71, 2.02, -0.60], [2.84, 1.86, 1.08], [4.25, 2.14, 2.30], [1.77, 3.41, 1.24], [1.93, 0.23, 1.20], [1.93, -0.64, 2.85], [1.68, -2.50, 2.61], [0.51, -0.02, 3.93], [3.47, -0.55, 3.92], [4.48, 2.79, -0.51], [3.07, 2.33, -1.42], [4.23, 1.10, -0.90], [4.79, 3.04, 1.99], [4.96, 1.32, 2.31], [3.91, 2.30, 3.32], [2.32, 4.25, 0.83], [1.58, 3.64, 2.29], [0.82, 3.35, 0.71], [2.57, -0.42, 0.58], [0.67, -2.78, 2.30], [1.86, -3.02, 3.55], [2.41, -2.91, 1.90], [-0.48, -0.24, 3.52], [0.57, 1.06, 4.08], [0.56, -0.49, 4.91], [4.38, -0.78, 3.36], [3.38, -1.31, 4.71], [3.61, 0.41, 4.41]], "e_tot_ha": -2698.6439, "charge": 1, "homo_ev": -10.394}

---

Record 4
{"formula": "C4H9NO2", "method": "ωB97M-V/def2-TZVPD", "elements": ["C", "N", "C", "C", "C", "O", "O", "H", "H", "H", "H", "H", "H", "H", "H", "H"], "coordinates": [[1.80, -0.47, 0.40], [0.40, -0.25, -0.20], [0.71, 0.61, -1.37], [-0.59, 0.33, 0.67], [-1.77, -0.63, 0.73], [-2.01, -1.24, 1.68], [-2.68, -0.51, -0.25], [2.42, 0.42, 0.61], [2.35, -0.90, -0.43], [1.65, -1.09, 1.33], [1.22, 1.65, -0.96], [1.45, 0.06, -1.96], [-0.05, 0.89, -1.97], [-1.01, 1.39, 0.22], [-0.32, 0.68, 1.70], [-3.57, -0.95, -0.20]], "smiles": "CN(C)CC(=O)O", "e_tot_ha": -362.9844, "relative_energy_kj_mol": 265.4, "homo_ev": -9.006}

---

Record 5
{"formula": "C3H4O2S", "method": "ωB97M-V/def2-TZVPD", "elements": ["O", "C", "C", "O", "C", "S", "H", "H", "H", "H"], "coordinates": [[1.70, -0.23, 1.94], [1.22, 0.05, 0.88], [0.31, -0.87, 0.13], [-0.20, -0.08, -1.07], [-1.26, 0.69, -0.83], [-1.90, 1.66, -1.94], [1.36, 1.07, 0.38], [-0.46, -1.29, 0.76], [0.85, -1.64, -0.41], [-1.62, 0.63, 0.18]], "smiles": "O=CCOC=S", "e_tot_ha": -665.3225, "relative_energy_kj_mol": 165.8, "homo_ev": -9.147}

---

Record 6
{"formula": "C5H9NS3", "method": "ωB97M-V/def2-TZVPD", "elements": ["C", "C", "C", "C", "C", "N", "S", "S", "S", "H", "H", "H", "H", "H", "H", "H", "H", "H"], "coordinates": [[-1.60, -0.52, -0.84], [-0.88, -0.38, 1.37], [0.98, 0.31, -0.17], [1.75, -2.34, -0.29], [-0.10, 2.98, -0.37], [-1.77, -0.59, 0.40], [0.02, -0.02, -1.57], [2.44, -0.70, 0.09], [1.39, 2.02, 0.25], [-2.31, -0.72, -1.50], [-0.36, -1.20, 1.79], [-0.57, 0.54, 1.74], [0.76, -2.30, 0.07], [2.32, -2.97, 0.25], [1.93, -2.66, -1.41], [0.27, 3.81, -0.92], [-0.75, 3.38, 0.47], [-0.69, 2.28, -1.08]], "e_tot_ha": -1445.0832, "relative_energy_kj_mol": 262.7, "homo_ev": [-6.985, -7.000]}